ORCA calculation (ωB97M-V/def2-TZVPD) on a single C5H6O2 molecule.

Each atom is followed by the atoms it is bonded to, with distances in Å.
Positions of all 13 atoms, in Å:
1 C 0.41 -1.25 2.01  C2 1.204, H8 1.067
2 C -0.41 -1.21 1.13  C1 1.204, O3 1.305
3 O -1.31 -1.22 0.19  C2 1.305, C4 1.397
4 C -1.55 -0.03 -0.50  O3 1.397, C5 1.327, H9 1.083
5 C -0.66 0.90 -0.83  C4 1.327, C6 1.515, H10 1.087
6 C 0.84 0.89 -0.61  C5 1.515, O7 1.413, H11 1.098, H12 1.094
7 O 1.47 -0.28 -1.10  C6 1.413, H13 0.967
8 H 1.10 -1.26 2.83  C1 1.067
9 H -2.60 0.00 -0.79  C4 1.083
10 H -1.08 1.74 -1.36  C5 1.087
11 H 1.07 1.05 0.45  C6 1.098
12 H 1.27 1.72 -1.17  C6 1.094
13 H 1.39 -0.96 -0.41  O7 0.967

Results
F_max, eV/A: 0.51
SMILES: C#CO/C=C\CO
Net charge: 0
E_HOMO, eV: -9.46



ORCA calculation (ωB97M-V/def2-TZVPD) on 2 unconnected molecules or ions with the total composition C2H7OS.

Each atom is followed by the atoms it is bonded to, with distances in Å.
Positions of all 11 atoms, in Å:
1 S 1.18 -0.63 2.60  H2 1.342
2 H 2.48 -0.96 2.61  S1 1.342
3 C 0.19 0.25 -0.90  O4 1.417, C5 1.516, H6 1.095, H7 1.095
4 O 0.61 -1.06 -0.59  C3 1.417, H8 0.979
5 C -1.25 0.50 -0.49  C3 1.516, H9 1.089, H10 1.094, H11 1.079
6 H 0.85 1.00 -0.46  C3 1.095
7 H 0.30 0.33 -1.99  C3 1.095
8 H 0.46 -1.16 0.37  O4 0.979
9 H -1.34 0.42 0.59  C5 1.089
10 H -1.57 1.52 -0.73  C5 1.094
11 H -1.90 -0.20 -0.99  C5 1.079

Results
F_max, eV/A: 0.71
Net charge: -1
E_HOMO, eV: -2.80



ORCA calculation (ωB97M-V/def2-TZVPD) on a gas-phase ion, C6H16N2 (charge -1) at a distorted geometry.

Each atom is followed by the atoms it is bonded to, with distances in Å.
Positions of all 24 atoms, in Å:
1 N -0.94 -1.78 0.17  C2 1.502, H9 1.011, H10 1.003
2 C -0.10 -0.60 -0.20  N1 1.502, C3 1.536, C6 1.557, H11 1.090
3 C -0.86 0.15 -1.30  C2 1.536, C4 1.518, C5 1.552, H12 1.098
4 C -1.17 -0.77 -2.47  C3 1.518, H13 1.093, H14 1.090, H15 1.090
5 C -0.01 1.36 -1.79  C3 1.552, H16 1.098, H17 1.082, H18 1.086
6 C 0.02 0.29 1.07  C2 1.557, N7 1.467, H19 1.097, H20 1.095
7 N 1.19 -0.01 1.90  C6 1.467, C8 1.477, H21 1.022
8 C 1.76 1.17 2.59  N7 1.477, H22 1.095, H23 1.103, H24 1.090
9 H -0.57 -2.21 1.01  N1 1.011
10 H -1.89 -1.47 0.29  N1 1.003
11 H 0.88 -0.97 -0.49  C2 1.090
12 H -1.71 0.54 -0.73  C3 1.098
13 H -1.32 -0.26 -3.42  C4 1.093
14 H -2.06 -1.37 -2.26  C4 1.090
15 H -0.31 -1.43 -2.61  C4 1.090
16 H 0.09 2.10 -0.99  C5 1.098
17 H -0.58 1.87 -2.56  C5 1.082
18 H 1.01 1.11 -2.05  C5 1.086
19 H -0.03 1.35 0.78  C6 1.097
20 H -0.86 0.13 1.71  C6 1.095
21 H 1.94 -0.26 1.26  N7 1.022
22 H 1.48 1.20 3.65  C8 1.095
23 H 1.33 2.13 2.25  C8 1.103
24 H 2.83 1.23 2.39  C8 1.090

Results
F_max, eV/A: 2.23
Spin multiplicity: 2
Expectation value of S²: 0.750
Net charge: -1
E_HOMO (spin up / spin down), eV: 1.43 / -5.49



It is found that the ΔE to the lowest compared entry with this formula, charge and spin values, taken in the order of the records, are 355.6, 14.2, 68.7 kJ/mol.
It is found that the E values, taken in the order of the records, are -344.4665, -553.8586, -347.6323 Eh.